12
Properties=species:S:1:pos:R:3:forces:R:3:lowdin_charge:R:1 method="wB97M-V/def2-TZVPD" homo_energy_ev="-13.7 / -13.7" total_charge=+1 multiplicity=1 homo_lumo_gap_ha="0.315 / 0.315" total_energy_ev=-14518.5529
C 0.746450 -1.161203 0.373116 0.38 -0.97 -0.06 -0.028
C -0.194188 0.888131 -0.670634 -2.76 3.03 1.30 -0.570
N 0.308907 0.245641 0.561236 0.31 -0.01 0.41 -0.084
S -1.351323 0.023833 -1.644597 0.14 -0.15 -0.10 0.813
H 1.427825 -1.229707 -0.473829 -0.06 0.15 0.04 0.113
H 1.253310 -1.518035 1.269603 -0.06 0.20 0.02 0.113
H -0.117640 -1.794217 0.176645 0.06 0.20 0.01 0.089
H -1.126053 2.410445 0.149858 1.96 -2.64 -1.51 0.235
H 0.582505 1.333890 -1.276522 0.16 0.03 0.15 0.064
H 1.100067 0.807003 0.904172 -0.29 -0.08 0.02 0.180
H -0.410509 0.267981 1.294675 0.18 0.16 -0.28 0.166
H -2.219353 -0.273762 -0.663724 -0.02 0.08 -0.01 -0.091

---

11
Properties=species:S:1:pos:R:3:forces:R:3:lowdin_charge:R:1 method="wB97M-V/def2-TZVPD" homo_energy_ev="-7.5 / -7.1" total_charge=0 multiplicity=1 homo_lumo_gap_ha="0.255 / 0.228" total_energy_ev=-15560.5657
C 0.409405 -0.314069 -0.831383 1.53 -2.64 -4.57 -0.148
C -0.331692 -1.150922 -0.047143 1.43 -0.07 -1.00 -0.142
C 0.068335 0.858144 -0.118491 1.73 3.38 2.82 -0.285
C -0.715228 -0.066919 0.785087 -1.99 0.01 2.18 -0.240
O -4.174583 -0.756491 -0.149207 -2.33 -2.79 0.55 -0.573
P -3.233326 0.296725 -0.294663 3.57 2.71 -0.19 0.846
H 1.045561 -0.430933 -1.819806 -1.41 0.05 2.24 0.140
H -0.355437 -2.212138 -0.107835 -0.60 -0.67 0.40 0.091
H 1.023898 1.394824 0.296200 -1.81 -0.80 -0.25 0.148
H -0.553603 1.611070 -0.538065 -0.40 0.79 -0.87 0.067
H -0.911730 -0.041085 1.889940 0.28 0.04 -1.31 0.095

---

Copy entry 1 word for word.
12
Properties=species:S:1:pos:R:3:forces:R:3:lowdin_charge:R:1 method="wB97M-V/def2-TZVPD" homo_energy_ev="-13.7 / -13.7" total_charge=+1 multiplicity=1 homo_lumo_gap_ha="0.315 / 0.315" total_energy_ev=-14518.5529
C 0.746450 -1.161203 0.373116 0.38 -0.97 -0.06 -0.028
C -0.194188 0.888131 -0.670634 -2.76 3.03 1.30 -0.570
N 0.308907 0.245641 0.561236 0.31 -0.01 0.41 -0.084
S -1.351323 0.023833 -1.644597 0.14 -0.15 -0.10 0.813
H 1.427825 -1.229707 -0.473829 -0.06 0.15 0.04 0.113
H 1.253310 -1.518035 1.269603 -0.06 0.20 0.02 0.113
H -0.117640 -1.794217 0.176645 0.06 0.20 0.01 0.089
H -1.126053 2.410445 0.149858 1.96 -2.64 -1.51 0.235
H 0.582505 1.333890 -1.276522 0.16 0.03 0.15 0.064
H 1.100067 0.807003 0.904172 -0.29 -0.08 0.02 0.180
H -0.410509 0.267981 1.294675 0.18 0.16 -0.28 0.166
H -2.219353 -0.273762 -0.663724 -0.02 0.08 -0.01 -0.091